(1)
The following is a DFT calculation (wB97M-V/def2-TZVPD) of C38H55MoNO2P2 as an isolated structure.

Kohn-Sham gap (spin up / spin down)	5.6 / 1.6	eV
ΔE to the lowest compared entry with this formula, charge and spin	0.00	kcal/mol
multiplicity	3
highest occupied orbital energy (spin up / spin down)	-11.3 / -11.3	eV
net charge	+2

Each line ends with the Mulliken spin population.
Geometry (Å):
Mo1 0.350 -0.458 -0.241  -0.107
C1 -0.974 -1.183 1.430  0.158
C2 -0.621 -2.291 0.564  -0.158
C3 1.318 -1.591 1.651  -0.003
C4 0.270 -0.717 2.069  -0.105
C5 0.790 -2.547 0.728  0.159
C6 -2.379 -0.740 1.615  -0.027
H1 -2.938 -0.809 0.675  0.000
H2 -2.400 0.314 1.912  -0.011
H3 -2.915 -1.371 2.344  0.003
C7 0.629 0.303 3.082  -0.007
H4 -0.225 0.787 3.552  -0.017
H5 1.247 1.075 2.599  0.001
H6 1.248 -0.147 3.893  -0.001
C8 2.666 -1.524 2.274  -0.005
H7 2.653 -1.973 3.281  0.001
H8 2.966 -0.475 2.404  0.005
H9 3.425 -2.022 1.669  -0.003
C9 1.574 -3.657 0.128  -0.009
H10 1.545 -4.572 0.734  0.000
H11 2.624 -3.367 0.047  0.000
H12 1.218 -3.922 -0.869  0.002
C10 -1.588 -3.081 -0.247  0.030
H13 -1.955 -3.969 0.281  -0.005
H14 -1.129 -3.413 -1.181  0.000
H15 -2.463 -2.481 -0.508  0.004
C11 -0.038 1.593 -1.074  0.104
C12 -1.215 0.813 -1.163  -0.023
C13 -1.675 0.049 -2.373  -0.018
C14 -0.566 -0.732 -3.131  -0.002
C15 0.582 -1.248 -2.290  -0.075
C16 1.751 -0.515 -1.920  0.103
C17 2.029 0.881 -2.429  0.012
C18 0.871 1.888 -2.246  0.028
H16 -2.238 0.696 -3.071  -0.005
H17 -0.208 -0.118 -3.975  0.019
H18 -2.444 -0.664 -2.040  0.000
H19 0.299 1.996 -3.184  0.005
H20 -0.031 2.339 -0.266  -0.023
H21 -2.020 1.115 -0.487  0.012
H22 1.295 2.896 -2.094  -0.011
H23 2.909 1.281 -1.899  -0.011
H24 2.641 -1.112 -1.658  -0.011
H25 2.316 0.849 -3.494  -0.002
H26 -1.053 -1.610 -3.594  0.003
H27 0.730 -2.336 -2.371  0.020
P1 0.305 1.050 -6.574  0.296
C19 0.211 2.890 -6.605  0.045
C20 -1.069 0.744 -7.769  0.028
P2 2.547 -0.706 -7.330  0.434
C21 1.729 0.910 -7.763  -0.002
C22 2.045 -1.677 -8.819  0.048
C23 4.219 -0.251 -7.957  0.063
H28 1.077 3.303 -6.073  0.001
H29 -0.708 3.199 -6.091  -0.003
H30 0.207 3.247 -7.644  0.018
H31 -0.966 1.397 -8.646  0.018
H32 -2.007 0.974 -7.246  -0.003
H33 -1.088 -0.309 -8.076  0.001
H34 4.150 0.122 -8.986  0.025
H35 4.852 -1.146 -7.918  -0.004
H36 4.647 0.519 -7.305  0.001
H37 2.441 1.734 -7.578  -0.002
H38 1.383 0.918 -8.813  0.000
H39 2.648 -2.594 -8.821  -0.003
H40 2.241 -1.106 -9.734  0.023
H41 0.986 -1.955 -8.760  -0.001
C24 2.127 -0.398 7.229  0.000
C25 0.931 -0.943 6.495  0.001
C26 0.882 -2.302 6.185  0.000
C27 -0.217 -2.867 5.537  0.001
C28 -1.259 -2.042 5.147  0.000
C29 -1.207 -0.653 5.394  0.002
N1 -2.073 0.167 4.652  -0.004
C30 -2.569 1.481 4.875  0.041
C31 -3.373 1.707 6.017  0.001
C32 -4.123 2.872 6.178  0.006
C33 -4.072 3.837 5.171  0.001
C34 -3.278 3.648 4.053  0.034
C35 -2.497 2.519 3.869  -0.047
C36 -1.768 2.778 2.512  -0.038
O1 -2.250 3.812 1.933  0.784
O2 -0.849 2.077 2.003  0.170
C37 -0.154 -0.113 6.179  -0.001
C38 -0.203 1.307 6.630  0.000
H42 2.598 0.430 6.684  0.000
H43 1.863 -0.029 8.228  0.000
H44 2.874 -1.185 7.362  0.000
H45 1.707 -2.925 6.511  0.000
H46 -0.263 -3.942 5.339  0.000
H47 -2.147 -2.433 4.637  0.000
H48 -2.639 -0.368 3.978  0.000
H49 -3.446 0.917 6.775  0.000
H50 -4.766 3.006 7.047  0.001
H51 -4.630 4.752 5.237  0.001
H52 -3.245 4.374 3.228  0.039
H53 -0.222 2.038 5.805  0.000
H54 -1.110 1.460 7.227  0.000
H55 0.658 1.529 7.263  0.000



(2)
The following is a DFT calculation (wB97M-V/def2-TZVPD) of C27H21AuNO6PS as an isolated structure.

Kohn-Sham gap	6.6	eV
ΔE to the lowest compared entry with this formula, charge and spin	9.02	kcal/mol
highest occupied orbital energy	-8.0	eV
net charge	0

Each line ends with the natural charge from an NBO analysis.
Geometry (Å):
Au1 -0.399 0.026 0.155  1.280
O1 1.338 -0.707 3.636  -0.575
C1 0.539 -0.082 2.981  0.775
O2 0.041 -0.702 1.895  -0.730
C2 0.001 1.235 3.434  -0.264
C3 0.311 1.558 4.761  -0.132
C4 -0.171 2.702 5.358  -0.244
C5 -0.984 3.559 4.623  -0.172
C6 -1.290 3.271 3.311  -0.278
C7 -0.798 2.112 2.693  -0.029
S1 -1.252 1.998 0.999  -0.129
H1 0.939 0.867 5.305  0.242
H2 0.079 2.926 6.386  0.217
H3 -1.376 4.462 5.074  0.215
H4 -1.908 3.951 2.739  0.219
O3 -0.914 0.670 -1.673  -0.651
C8 -0.171 0.875 -2.677  0.419
C9 1.186 0.629 -2.913  -0.350
C10 1.631 0.927 -4.230  -0.090
C11 2.927 0.727 -4.567  -0.010
C12 3.881 0.252 -3.624  -0.147
C13 3.503 -0.037 -2.360  -0.295
C14 2.128 0.110 -1.927  0.497
O4 1.794 -0.199 -0.766  -0.699
N1 3.359 1.017 -5.933  0.524
O5 2.522 1.397 -6.731  -0.394
O6 4.538 0.860 -6.192  -0.388
H5 -0.727 1.305 -3.517  0.166
H6 0.939 1.303 -4.971  0.243
H7 4.906 0.132 -3.943  0.248
H8 4.208 -0.400 -1.625  0.234
C15 -2.317 -2.387 -1.738  -0.949
P1 -0.961 -2.359 -0.527  0.895
C16 0.479 -2.961 -1.456  -0.285
C17 1.667 -3.164 -0.752  -0.205
C18 2.821 -3.519 -1.426  -0.197
C19 2.810 -3.652 -2.810  -0.195
C20 1.637 -3.440 -3.516  -0.217
C21 0.472 -3.100 -2.839  -0.231
C22 -1.374 -3.641 0.671  -0.287
C23 -1.136 -4.988 0.406  -0.216
C24 -1.551 -5.949 1.313  -0.208
C25 -2.196 -5.570 2.484  -0.188
C26 -2.421 -4.229 2.756  -0.194
C27 -2.007 -3.263 1.851  -0.205
H9 -2.381 -3.360 -2.225  0.241
H10 -2.187 -1.600 -2.478  0.251
H11 -3.248 -2.202 -1.201  0.257
H12 1.695 -3.016 0.322  0.238
H13 3.739 -3.673 -0.873  0.222
H14 3.719 -3.914 -3.336  0.220
H15 1.625 -3.538 -4.594  0.221
H16 -0.436 -2.936 -3.404  0.212
H17 -0.620 -5.283 -0.499  0.224
H18 -1.366 -6.995 1.110  0.220
H19 -2.515 -6.324 3.192  0.219
H20 -2.906 -3.932 3.676  0.221
H21 -2.154 -2.212 2.071  0.234



(3)
The following is a DFT calculation (wB97M-V/def2-TZVPD) of an isolated ion of composition C10H13FN and charge +1.

Kohn-Sham gap	9.5	eV
ΔE to the lowest compared entry with this formula, charge and spin	0.00	kcal/mol
SMILES string	C[N@H+]1C[C@@](F)(c2ccccc2)C1
highest occupied orbital energy	-12.6	eV
net charge	+1

Each line ends with the natural charge from an NBO analysis.
Geometry (Å):
C1 3.228 -1.026 -0.056  -0.413
N1 2.475 0.247 0.055  -0.337
C2 1.463 0.327 -1.049  -0.229
C3 0.434 0.840 -0.090  0.322
F1 0.332 2.230 -0.133  -0.342
C4 -0.964 0.283 0.010  -0.100
C5 -1.681 0.143 -1.204  -0.173
C6 -2.960 -0.407 -1.186  -0.195
C7 -3.654 -0.570 0.009  -0.173
C8 -3.071 -0.118 1.188  -0.195
C9 -1.708 0.151 1.206  -0.192
C10 1.405 0.466 1.037  -0.243
H1 2.505 -1.822 -0.555  0.231
H2 4.091 -1.025 -0.562  0.237
H3 3.444 -1.370 1.050  0.244
H4 3.094 0.993 -0.104  0.442
H5 1.270 -0.618 -1.279  0.225
H6 1.596 1.047 -1.847  0.264
H7 -1.192 0.486 -2.053  0.203
H8 -3.438 -0.596 -2.062  0.224
H9 -4.749 -0.884 0.114  0.245
H10 -3.531 0.008 2.171  0.237
H11 -1.115 0.487 2.003  0.202
H12 1.706 1.206 1.697  0.249
H13 1.019 -0.478 1.637  0.267



(4)
The following is a DFT calculation (wB97M-V/def2-TZVPD) of C6H12NO6 as an isolated structure.

Kohn-Sham gap	8.5	eV
ΔE to the lowest compared entry with this formula, charge and spin	8.93	kcal/mol
highest occupied orbital energy	-11.4	eV
net charge	+1

Each line ends with the natural charge from an NBO analysis.
Geometry (Å):
C1 1.912 0.596 1.373  -0.122
C2 0.157 -0.228 0.197  -0.388
C3 0.546 1.040 0.937  0.066
C4 1.485 -0.757 -0.354  0.393
C5 -1.040 -0.008 -0.650  -0.019
C6 1.694 -0.707 -2.755  1.050
N1 -2.175 0.417 0.295  -0.753
O1 2.381 -0.459 0.607  -0.463
O2 1.940 -0.141 -1.622  -0.489
O3 -0.355 1.274 2.035  -0.754
O4 -1.496 -1.182 -1.438  -0.681
O5 2.497 -0.473 -3.728  -0.603
O6 0.659 -1.322 -2.870  -0.679
H1 2.599 1.467 1.727  0.227
H2 1.809 0.063 2.368  0.195
H3 0.062 -1.027 0.887  0.195
H4 0.432 1.959 0.197  0.221
H5 1.508 -1.882 -0.412  0.202
H6 -1.754 0.559 1.349  0.470
H7 -2.908 -0.279 0.337  0.416
H8 -2.578 1.313 0.045  0.436
H9 -0.024 1.665 2.810  0.513
H10 -1.582 -1.977 -1.004  0.480
H11 2.108 -0.723 -4.582  0.529
H12 -0.444 -1.170 -2.081  0.556



(5)
The following is a DFT calculation (wB97M-V/def2-TZVPD) of a 5-piece molecular cluster, C24H44ClN8 overall.

Kohn-Sham gap	9.1	eV
ΔE to the lowest compared entry with this formula, charge and spin	15.35	kcal/mol
highest occupied orbital energy	-13.8	eV
net charge	+3

Each line ends with the Löwdin charge.
Geometry (Å):
C1 17.136 12.355 16.719  -0.052
C2 18.358 12.899 15.974  -0.151
N1 18.186 12.701 14.537  -0.043
C3 17.884 13.582 13.569  -0.059
C4 17.754 13.039 12.339  0.021
N2 17.927 11.681 12.624  -0.087
C5 18.202 11.457 13.907  -0.009
C6 17.900 10.471 11.727  0.021
H1 17.029 11.321 16.526  0.045
H2 16.231 12.795 16.410  0.066
H3 17.367 12.495 17.794  0.100
H4 19.332 12.521 16.323  0.139
H5 18.419 14.010 16.054  0.138
H6 17.756 14.619 13.726  0.132
H7 17.467 13.517 11.420  0.136
H8 18.348 10.430 14.367  0.034
H9 16.874 10.334 11.325  0.106
H10 18.099 9.501 12.299  0.084
H11 18.629 10.625 10.973  0.078
C7 19.445 6.180 8.639  -0.055
C8 19.930 5.084 9.608  -0.117
N3 20.299 5.584 10.988  -0.041
C9 19.574 6.357 11.866  -0.006
C10 20.338 6.525 12.995  -0.003
N4 21.559 5.892 12.721  -0.090
C11 21.505 5.303 11.500  0.021
C12 22.683 5.984 13.611  0.013
H12 18.414 6.499 8.974  0.089
H13 19.232 5.651 7.678  0.102
H14 20.062 7.034 8.480  0.067
H15 20.811 4.676 9.212  0.105
H16 19.163 4.418 9.742  0.101
H17 18.546 6.542 11.643  0.127
H18 20.114 6.952 13.983  0.057
H19 22.194 4.792 10.930  0.145
H20 23.513 5.620 13.052  0.093
H21 22.524 5.378 14.492  0.110
H22 22.901 7.022 13.841  0.111
C13 17.748 6.253 21.559  -0.074
C14 16.210 6.389 21.340  -0.102
N5 15.826 6.786 19.892  -0.033
C15 16.568 6.684 18.726  0.028
C16 15.731 7.216 17.794  -0.026
N6 14.521 7.536 18.375  -0.081
C17 14.581 7.108 19.615  -0.056
C18 13.372 8.032 17.635  0.013
H23 18.286 7.132 21.198  0.078
H24 18.217 5.325 21.153  0.095
H25 17.885 6.210 22.637  0.081
H26 15.797 7.120 22.002  0.112
H27 15.800 5.380 21.510  0.132
H28 17.650 6.529 18.682  0.146
H29 15.879 7.423 16.786  0.043
H30 13.858 7.331 20.412  0.184
H31 12.695 8.490 18.342  0.093
H32 12.774 7.279 17.078  0.116
H33 13.679 8.828 16.933  0.111
C19 3.785 11.903 12.801  -0.096
C20 4.333 13.230 12.486  -0.168
N7 4.576 13.485 10.993  -0.015
C21 5.327 12.738 10.130  -0.013
C22 5.427 13.411 8.981  0.009
N8 4.794 14.617 9.227  -0.082
C23 4.267 14.623 10.380  -0.068
C24 4.775 15.747 8.192  0.068
H34 2.720 11.814 12.442  0.107
H35 3.788 11.699 13.905  0.106
H36 4.429 11.074 12.365  0.098
H37 5.313 13.406 12.967  0.134
H38 3.660 14.090 12.792  0.145
H39 5.698 11.798 10.309  0.115
H40 5.899 13.078 8.077  0.142
H41 3.864 15.519 10.867  0.189
H42 5.359 16.554 8.747  0.124
H43 3.728 16.042 8.012  0.106
H44 5.312 15.445 7.286  0.099
Cl1 18.035 8.178 15.145  -0.391